Record 1
The following is a quantum chemistry calculation of the molecule C20H21NO3S2, from the Open Molecules 2025 dataset.

Positions of all 47 atoms, in Å:
C  -4.73633  -3.33272  1.62527
S  -3.74491  -3.76163  -0.09627
C  -3.22881  -2.06163  -0.26789
C  -2.23140  -2.02056  -1.08693
C  -1.63176  -0.64988  -1.70747
C  -2.12707  0.52561  -1.07363
C  -1.35930  1.84295  -1.28280
O  -0.90358  1.91447  -2.54437
C  -1.32124  2.78185  -0.09328
C  -0.17704  3.70559  -0.56808
C  1.14314  3.18735  -0.58982
C  1.47270  2.53442  0.55504
N  0.35997  1.70292  1.16935
C  0.58174  0.38109  1.16908
O  -0.41513  -0.40292  1.57602
C  1.93149  -0.15831  0.61462
C  3.10178  -0.21423  1.67250
S  4.35437  -1.35704  1.13249
C  3.47594  -1.55235  -0.27656
C  3.99611  -2.51909  -1.29991
C  5.40981  -3.09653  -0.96103
O  3.30785  -2.97400  -2.34886
C  2.09496  -1.21912  -0.12795
C  -0.83207  2.23245  1.39523
C  -3.09758  0.36721  -0.09132
C  -3.74675  -0.61038  0.25806
H  -4.05462  -2.80774  2.28385
H  -4.87163  -4.23664  1.87430
H  -5.64505  -2.83340  1.26295
H  -1.67846  -2.90938  -1.65494
H  -0.64916  -0.66147  -2.31360
H  -2.33834  3.34669  -0.17726
H  -0.32664  4.64230  0.13478
H  -0.51044  4.13049  -1.57541
H  1.31946  2.62455  -1.54950
H  1.89956  4.05638  -0.75086
H  1.68698  3.20699  1.60818
H  2.33134  2.08633  0.79531
H  3.13333  0.32678  2.42307
H  6.04722  -2.42734  -0.92058
H  5.65908  -3.85823  -1.78565
H  5.43733  -3.48103  -0.00344
H  1.48072  -1.44554  -0.92655
H  -0.80585  3.05378  1.89727
H  -1.63250  1.56375  1.56181
H  -3.54011  1.12613  0.23601
H  -4.61912  -0.74892  0.82878

Summary:
SMILES: CSc1ccc(C(=O)[C@@H]2CCCN(C(=O)c3csc(C(C)=O)c3)C2)cc1
Multiplicity: 1
Charge: 0

Atom charges from the Mulliken analysis, given in e for atoms 1 to 2:
1 C -1.030
2 S -0.095

=====

Record 2
The following is a quantum chemistry calculation of a cluster of 2 separate species, C3H10N3 in total, from the Open Molecules 2025 dataset.

Positions of all 16 atoms, in Å:
C  2.34369  0.95888  1.03311
C  1.01984  0.25587  0.83352
C  -2.57252  0.33310  -0.74665
N  1.97512  -0.15116  0.09139
N  2.51322  -1.11281  -0.64668
N  -2.31153  -0.71110  0.29486
H  2.28453  2.02218  0.65662
H  3.06319  0.73930  1.72728
H  -0.00351  0.26251  0.79862
H  -2.52640  -0.18833  -1.75309
H  -3.42221  0.96439  -0.61431
H  -1.63373  0.85464  -0.82494
H  1.75900  -1.72802  -0.87380
H  3.10158  -0.80438  -1.43275
H  -3.05137  -1.38552  0.16961
H  -2.53890  -0.30953  1.28722

Summary:
Multiplicity: 1
Charge: +1
Energy relative to the best compared isomer or geometry (same formula, charge and spin), kJ/mol: 598.3

Atom charges from the Mulliken analysis, given in e for atoms 1 to 2:
1 C -0.445
2 C 0.106

=====

HOMO-LUMO gap? In order: 7.1; 8.4 eV.
Lowest unoccupied orbital energy? In order: -0.93; -4.89 eV.
Max |F|? In order: 13.2; 4.5 eV Å⁻¹.